Record 1
The ion C19H23N2 with charge +1 at a distorted geometry. Source: the Open Molecules 2025 dataset; level of theory: wB97M-V/def2-TZVPD.

Geometry as XYZ:
```
44
Properties=species:S:1:pos:R:3
C 2.08971 -2.31032 0.63380
C 1.76455 -0.87302 0.47046
C 0.56634 -0.22365 0.13368
C -0.74798 -0.94460 -0.17833
C -1.95557 -0.12759 0.40482
C -1.87333 0.80040 1.44648
C -3.02997 1.45585 1.88869
C -4.25933 1.17283 1.28512
C -4.33583 0.26275 0.22503
C -3.18027 -0.41030 -0.17424
N -0.85446 -1.39405 -1.69783
C -1.89551 -2.27076 -2.37210
C 0.45241 -2.08076 -2.03576
C 0.84995 1.18160 0.05598
C 0.10533 2.35409 -0.16957
C 0.67793 3.59442 0.14471
C 1.99631 3.70065 0.60122
C 2.80406 2.56292 0.71535
C 2.21349 1.34301 0.45561
N 2.72699 0.07412 0.66647
C 4.07015 -0.18472 1.13734
H 1.17002 -2.90183 0.65899
H 2.72923 -2.69078 -0.18046
H 2.59435 -2.50806 1.57962
H -0.71832 -1.93428 0.43536
H -0.94466 1.07718 1.95499
H -2.98800 2.16746 2.70255
H -5.16289 1.68291 1.60300
H -5.26194 0.04331 -0.30554
H -3.25003 -1.21275 -0.91382
H -0.91382 -0.45903 -2.14040
H -2.82131 -1.74784 -2.65148
H -1.44530 -2.61139 -3.31533
H -2.07506 -3.19037 -1.81907
H 1.27050 -1.47266 -1.68712
H 0.43027 -3.05826 -1.53834
H 0.50336 -2.22708 -3.11495
H -0.91793 2.30434 -0.54695
H 0.07629 4.49248 0.05075
H 2.40193 4.66137 0.84493
H 3.86041 2.62158 0.97781
H 4.59026 0.76719 1.25994
H 4.06478 -0.70465 2.10381
H 4.62289 -0.78173 0.40477
```

Computed properties:
- SMILES string = Cc1c([C@@H](c2ccccc2)[NH+](C)C)c2ccccc2n1C
- F_max (eV/Å) = 3.5
- Kohn-Sham gap (eV) = 8.40
- charge = +1

Record 2
The ion C19H23N2O with charge +1 at a distorted geometry. Source: the Open Molecules 2025 dataset; level of theory: wB97M-V/def2-TZVPD.

Geometry as XYZ:
```
45
Properties=species:S:1:pos:R:3
C 3.80955 0.19680 -2.81579
N 2.65031 0.73549 -2.08634
C 1.40165 0.82941 -2.69780
C 1.28932 0.58108 -4.07376
C 0.05048 0.70959 -4.69742
C -1.07005 1.13049 -3.99036
C -0.95762 1.42543 -2.61529
C 0.23563 1.14342 -1.91576
C 0.30212 1.02390 -0.32372
N -0.85963 1.34151 0.49795
C -0.79893 2.80033 0.11840
C -2.24545 0.68668 0.03040
C -2.65457 -0.59577 0.77256
O -1.55321 -1.13309 1.50511
C -1.28330 -0.23372 2.58515
C -0.82154 1.14816 2.08082
C 1.71115 1.63509 0.00734
C 1.97367 2.30503 1.20947
C 3.29601 2.43785 1.68877
C 4.35849 2.05776 0.87649
C 4.14976 1.54377 -0.39940
C 2.83828 1.32676 -0.84076
H 4.45274 -0.32839 -2.08856
H 3.42811 -0.53584 -3.54096
H 4.38311 1.00331 -3.32856
H 2.18935 0.31726 -4.63602
H -0.00843 0.49232 -5.74488
H -2.04505 1.26275 -4.49173
H -1.84140 1.87887 -2.10778
H 0.27449 -0.03435 -0.01781
H 0.01196 3.25406 0.64961
H -0.60797 2.81677 -0.94378
H -1.77415 3.14813 0.39378
H -3.03704 1.44441 0.16010
H -2.21429 0.42921 -1.03430
H -3.50570 -0.36999 1.45557
H -2.95533 -1.39368 0.07228
H -2.19289 -0.10693 3.22014
H -0.50168 -0.72332 3.18669
H 0.18498 1.33591 2.46030
H -1.48038 1.94544 2.49461
H 1.15303 2.74981 1.81173
H 3.46212 2.86391 2.69298
H 5.36872 2.16896 1.21247
H 4.97263 1.31049 -1.08535
```

Computed properties:
- SMILES string = CN1c2ccccc2C([N+]2(C)CCOCC2)c2ccccc21
- F_max (eV/Å) = 5.2
- Kohn-Sham gap (eV) = 8.25
- charge = +1

Record 3
An isolated molecule of C19H23N3O5 at a distorted geometry. Source: the Open Molecules 2025 dataset; level of theory: wB97M-V/def2-TZVPD.

Geometry as XYZ:
```
50
Properties=species:S:1:pos:R:3
C -4.11719 -0.76087 -2.40097
C -4.06934 -1.44875 -1.03870
C -5.46186 -1.89323 -0.59061
C -5.40758 -2.59912 0.76048
C -4.79957 -1.68442 1.81794
C -3.40559 -1.23175 1.39654
C -3.43146 -0.53249 0.02760
N -4.04435 0.77046 0.09569
C -3.20784 1.78197 -0.21537
O -3.44450 2.95578 -0.28562
N -1.95229 1.18548 -0.47159
C -0.80302 1.97362 -0.85510
C 0.27410 2.06594 0.24177
O 0.64031 3.12751 0.69515
N 0.75519 0.87096 0.62203
C 1.82965 0.74284 1.58810
C 3.13031 0.41289 0.90051
C 3.79335 1.40410 0.19152
C 4.97648 1.14973 -0.49600
C 5.46512 -0.13319 -0.44332
C 4.80155 -1.13626 0.26426
C 3.63177 -0.89065 0.93942
O 5.49980 -2.31023 0.15200
C 6.62620 -2.01468 -0.64524
O 6.59603 -0.65366 -1.01612
C -2.00703 -0.16534 -0.37089
O -1.08790 -0.93606 -0.54971
H -4.57572 -1.42060 -3.13346
H -3.11402 -0.51724 -2.74388
H -4.69976 0.15700 -2.35538
H -3.42230 -2.32902 -1.11323
H -5.87658 -2.56740 -1.34203
H -6.12247 -1.02538 -0.52839
H -6.41245 -2.89942 1.06197
H -4.79997 -3.50209 0.67156
H -4.73199 -2.20946 2.77198
H -5.44188 -0.81358 1.96541
H -2.73992 -2.09327 1.31895
H -2.99027 -0.54545 2.13805
H -5.01322 0.92254 0.31225
H -0.35190 1.53996 -1.75342
H -1.16679 2.98297 -1.06335
H 0.44741 0.03101 0.14504
H 1.56731 -0.03672 2.30799
H 1.90484 1.70573 2.10010
H 3.37654 2.39932 0.17535
H 5.49154 1.92086 -1.04320
H 3.12790 -1.67478 1.47993
H 7.54626 -2.22119 -0.07463
H 6.61305 -2.64402 -1.54979
```

Computed properties:
- SMILES string = C[C@@H]1CCCC[C@]12NC(=O)N(CC(=O)NCc1ccc3c(c1)OCO3)C2=O
- F_max (eV/Å) = 1.3
- Kohn-Sham gap (eV) = 8.66

Record 4
A cluster of 2 separate species, C19H23N3O7S in total at a distorted geometry. Source: the Open Molecules 2025 dataset; level of theory: wB97M-V/def2-TZVPD.

Geometry as XYZ:
```
53
Properties=species:S:1:pos:R:3
C -3.00366 2.44159 5.73088
H -2.64274 1.58416 6.31568
O -3.70385 1.91496 4.67902
C -2.91024 1.32024 3.56582
C -1.62878 1.05740 3.52053
C -0.74041 0.59163 2.51646
C -1.36515 0.25079 1.34814
C -2.84714 0.14534 1.41540
C -3.52237 0.75906 2.42042
C -5.06975 1.07593 2.32439
H -5.11762 2.06956 2.60918
H -5.42126 0.36828 3.18948
H -5.54843 0.64796 1.24970
H -3.28560 -0.06661 0.60765
S -0.60361 -0.71714 0.12746
O 0.92208 -0.65195 0.44996
O -1.32127 -1.64529 -0.50947
N -0.55821 0.62150 -1.12638
C -0.29188 1.87925 -0.60134
H 0.09662 2.08324 0.33697
C -1.48763 2.62929 -1.18124
H -1.03974 3.54220 -1.91052
O -2.33407 1.80826 -1.56190
C -1.56240 0.73021 -1.96060
H -2.38262 -0.51192 -1.65605
C -1.21743 0.60010 -3.36111
N -0.30890 -0.45998 -3.68493
C 1.05698 -0.40758 -2.85285
O 1.71948 0.76375 -2.94576
C 1.60657 -1.63125 -2.64087
O 1.15445 -2.82687 -2.90215
N 2.62345 -1.70625 -1.83503
H 2.91358 -0.62231 -1.47098
C 3.22041 -2.70396 -1.22528
C 4.73334 -2.77391 -1.44940
C 5.51458 -3.32861 -2.20535
C 6.71139 -3.20933 -2.12252
C 6.95418 -2.11585 -0.98050
O 5.62648 -2.17107 -0.48706
H 7.82575 -1.91874 -0.36821
H 7.61502 -3.16630 -2.77528
H 5.27504 -3.73651 -3.24049
H 3.16587 -2.58601 -0.11610
H 2.75383 -3.56785 -1.61475
H -0.49229 -1.56465 -3.48754
H -0.78249 1.57463 -3.60321
H -2.07065 0.54596 -4.18856
H -2.10729 3.34745 -0.37457
H 0.62343 2.09450 -1.23962
H 0.45545 0.38843 2.66119
H -0.93994 1.44342 4.58446
H -2.29053 3.08963 5.56196
H -3.97005 2.72124 6.46486
```

Computed properties:
- F_max (eV/Å) = 19.8
- Kohn-Sham gap (eV) = 7.47

Record 5
A structure of composition C19H23N4O7P2V. Source: the Open Molecules 2025 dataset; level of theory: wB97M-V/def2-TZVPD.

Geometry as XYZ:
```
56
Properties=species:S:1:pos:R:3
V -0.36749 -0.00609 -0.72653
C 3.15135 3.13902 -1.78157
C 2.52564 1.95649 -1.05040
O 3.33654 1.44688 0.00093
P 2.38383 0.48948 -2.14341
O 2.07131 0.88674 -3.61851
O 3.78755 -0.18407 -2.18680
O 1.28581 -0.44016 -1.64591
P 0.84659 2.40565 -0.42625
O -0.05556 1.96003 -1.72134
O 0.70514 3.77425 0.03910
O 0.37469 1.20436 0.46902
H 4.13108 2.86840 -2.17768
H 3.26691 3.96754 -1.08194
H 2.51715 3.48452 -2.59932
H 3.68965 2.17298 0.53358
H 2.81359 0.95446 -4.23754
H 4.26106 -0.22881 -1.33903
H -0.42328 2.68405 -2.30221
C -4.63026 -0.50414 -1.34879
C -3.26094 -0.64451 -1.34542
N -2.44382 0.30280 -0.84524
C -2.98810 1.43129 -0.35695
C -4.35702 1.66325 -0.35012
C -5.18555 0.65611 -0.83344
C -4.91502 2.94846 0.12592
C -4.55869 4.12636 -0.37487
C -3.53693 4.23078 -1.43668
C -2.47716 5.12478 -1.34651
C -1.40214 4.88698 -2.18253
N -1.40571 3.90035 -3.09146
C -2.56288 3.24973 -3.23173
N -3.61203 3.34470 -2.43718
H -5.24924 -1.29132 -1.75439
H -2.79545 -1.53960 -1.73730
H -2.30538 2.17211 0.04299
H -6.25919 0.79560 -0.83236
H -5.67533 2.89795 0.89706
H -4.98684 5.03861 0.02321
H -2.44478 5.90291 -0.59717
H -0.48832 5.45650 -2.08485
H -2.62834 2.54191 -4.05207
C -1.51094 -6.07745 0.72807
C -1.21228 -4.64090 0.44726
C -1.40803 -3.64673 1.40432
C -1.12626 -2.33307 1.10213
N -0.65342 -1.95914 -0.09763
C -0.43964 -2.91330 -1.02748
C -0.71576 -4.23908 -0.79651
H -1.80438 -6.23396 1.76289
H -0.63872 -6.69543 0.51230
H -2.31876 -6.42495 0.08147
H -1.77670 -3.89438 2.39021
H -1.27351 -1.54743 1.83331
H -0.01565 -2.59163 -1.97177
H -0.52778 -4.96472 -1.57647
```

Computed properties:
- F_max (eV/Å) = 0.5
- multiplicity = 3
- Kohn-Sham gap (spin up / spin down) (eV) = 7.74 / 8.35
- charge = +2